(1)
# C48H116InN8O17

A structure of composition C48H116InN8O17 in a non-equilibrium geometry (ωB97M-V with the def2-TZVPD basis set, the OMol25 dataset).

Output
ΔE to the lowest compared entry with this formula, charge and spin = 4.518 eV
E_HOMO = -10.357 eV
LUMO = -8.0 eV
total charge = +1
E = -3804.89709 Ha
maximum force = 5.48 eV/A

CARTESIAN COORDINATES (ANGSTROEM)
H (1.649, -0.460, -3.190)
H (2.087, 6.737, -3.909)
H (-1.360, -2.688, 4.890)
H (1.054, 3.259, -1.654)
H (-5.144, -4.791, -5.376)
H (-0.762, 2.457, 3.480)
H (-4.288, -2.865, -4.711)
C (-0.870, -1.390, -0.366)
O (-1.024, 1.346, -6.369)
C (2.938, -2.278, -1.851)
H (-5.359, -4.438, 2.653)
H (-4.297, -5.689, -4.049)
H (-1.778, -5.445, -1.765)
C (2.665, -4.682, -1.522)
H (3.931, 1.721, 2.685)
H (2.872, -4.584, 6.100)
H (-1.746, 5.053, 0.018)
H (3.086, -5.592, -1.095)
C (2.764, 5.942, 1.220)
H (-1.046, -4.321, 0.482)
H (-0.106, 3.484, -2.951)
N (4.036, 1.140, 3.504)
C (-4.206, -4.947, -4.843)
H (1.802, -4.586, -0.863)
C (4.312, 1.166, -1.952)
H (5.654, 6.165, 0.999)
H (5.533, 1.365, 7.112)
H (0.649, -4.037, 6.723)
O (2.771, 7.289, 1.753)
H (-2.458, 1.580, 0.225)
C (-0.165, -0.866, 1.878)
H (5.943, 4.393, 1.166)
C (4.878, 2.500, -1.472)
H (-2.430, -0.633, 4.443)
H (-3.161, -3.222, 0.098)
H (2.290, 5.305, -2.227)
H (-2.677, 1.075, -2.216)
H (1.019, 1.658, -0.415)
C (-3.998, 3.060, 1.344)
C (-4.935, -3.063, 0.943)
O (-6.258, -3.708, -3.295)
N (-4.043, -0.356, -4.984)
O (-1.683, -2.126, -1.066)
O (-1.303, 0.964, 4.823)
H (-2.258, 1.619, -4.641)
O (-0.340, 0.334, -2.162)
C (0.611, 0.704, -0.116)
H (-4.331, 2.240, -1.307)
C (-3.180, 0.158, -6.025)
C (4.615, 1.847, 7.448)
H (-0.062, -4.953, -1.535)
C (4.102, -0.706, 1.903)
C (-7.202, -4.627, -2.738)
H (3.591, 3.661, 0.522)
C (-5.482, 0.453, -0.686)
H (5.661, 1.341, 4.799)
H (4.389, -3.669, -4.010)
O (-4.031, 1.608, 1.516)
O (4.255, 0.999, -3.353)
H (3.592, -2.762, -5.302)
H (5.121, 5.027, -0.168)
C (-2.354, 0.062, 5.279)
H (-3.980, 0.365, -4.280)
O (-1.950, -6.153, 0.808)
H (-3.049, 3.404, 0.932)
H (-2.484, 2.542, 4.179)
H (5.477, -0.577, 3.603)
H (2.016, 3.793, -4.644)
C (-3.913, 1.202, -6.827)
H (2.542, -4.970, -2.566)
H (-3.800, -1.248, -4.576)
H (4.829, 2.831, 7.864)
O (1.641, -3.130, 5.386)
C (-5.825, -3.953, 1.796)
H (5.860, 2.728, -1.888)
H (-2.684, -5.584, 0.564)
H (3.656, -3.526, 4.888)
H (-2.201, -2.769, -3.022)
O (3.683, 1.890, 6.299)
C (3.909, -2.723, -4.260)
H (-0.431, -6.671, -1.616)
C (2.739, -4.048, 5.160)
C (-1.927, 0.836, -5.323)
O (-0.242, 4.919, -1.398)
H (-2.524, -1.360, 6.938)
H (-3.290, 0.574, 5.502)
H (-1.627, -3.234, 6.381)
H (-5.274, -0.572, -0.378)
H (4.702, -1.977, -4.213)
C (-0.820, -2.745, 5.835)
C (-1.652, 1.932, 3.827)
H (-6.192, 0.420, -1.513)
H (1.861, -2.988, -3.582)
H (5.657, 2.619, 3.661)
H (3.297, 1.175, -1.555)
H (2.442, 3.036, -3.269)
H (0.867, 7.915, 1.891)
O (-0.158, -1.028, 3.093)
C (4.946, 0.094, 2.928)
N (3.590, 3.629, 1.531)
H (-5.566, -2.701, 0.132)
H (1.804, -1.050, -4.662)
H (-3.373, 1.692, -7.637)
H (-4.798, 3.313, 0.648)
H (-4.161, 3.624, 2.262)
N (-2.523, -3.537, -3.594)
H (4.680, 3.736, 5.668)
H (3.597, -0.162, 1.104)
C (-0.934, -5.378, 0.240)
C (4.986, 2.008, 4.265)
C (2.695, -2.304, -3.422)
H (5.201, 2.502, -0.431)
H (0.557, 1.407, -4.886)
C (-3.971, -3.651, -4.025)
H (1.025, 1.885, -6.500)
C (-0.822, -5.701, -1.308)
H (0.030, -5.668, 0.658)
H (-0.223, 4.539, 0.513)
O (3.403, -3.476, -1.318)
H (-6.233, -4.666, 1.080)
H (3.352, 3.294, 4.803)
H (-8.156, -4.469, -3.241)
H (-3.432, -5.300, -5.524)
H (-2.865, -0.650, -6.686)
N (-3.500, 0.515, -2.046)
H (2.642, 3.361, 1.753)
H (-6.106, 0.816, 0.131)
H (-4.866, -2.697, -2.251)
H (-1.452, -2.489, 1.324)
C (5.221, 5.169, 0.908)
H (0.182, -4.555, 5.061)
H (3.505, -3.325, 1.679)
C (-4.965, -3.636, -2.795)
H (-0.584, -1.680, 7.446)
N (2.447, 3.929, -3.741)
H (-4.713, 0.664, -7.335)
C (1.300, 5.988, -3.997)
H (2.241, -2.299, 0.885)
H (-6.832, -5.636, -2.922)
H (4.646, -1.472, 1.351)
H (-1.950, 1.316, 2.978)
H (-3.221, 0.003, 0.592)
C (0.531, 4.013, -2.242)
H (0.396, 6.556, -3.777)
C (0.179, 1.836, -5.814)
H (1.672, 7.016, 3.354)
C (1.735, 7.714, 2.519)
In (1.690, 0.024, 4.997)
C (-0.143, -0.137, -0.938)
C (-0.823, -1.696, 0.945)
C (2.688, -2.620, 1.826)
H (1.140, 5.675, -5.028)
H (0.030, 2.854, -5.454)
H (-4.801, -4.487, -2.135)
H (3.663, -1.481, -1.688)
C (-1.777, -0.682, 6.524)
N (2.321, -0.891, -3.809)
O (2.974, -1.434, 2.535)
H (4.330, 3.373, -1.828)
H (2.468, -4.730, 4.354)
H (2.171, 8.654, 2.858)
C (-4.187, 1.225, -0.935)
H (4.931, 0.350, -1.579)
H (4.325, 1.196, 8.272)
O (1.258, 1.168, 2.171)
C (4.200, 2.827, 5.306)
H (-1.387, 0.059, -4.783)
H (-4.408, 2.044, -6.342)
H (1.968, 5.410, 1.742)
C (0.406, -3.710, 5.712)
H (2.003, -3.202, 2.443)
H (5.688, 0.643, 2.347)
H (-6.614, -3.332, 2.220)
H (3.765, 0.195, -3.538)
C (3.914, 5.013, 1.673)
C (-0.936, 4.396, -0.299)
O (-3.887, -3.790, 0.366)
H (-3.148, -0.328, -1.614)
H (4.040, 5.216, 2.737)
H (-4.559, -2.194, 1.483)
H (-2.080, -4.366, -3.225)
H (2.340, 5.763, 0.232)
C (-3.402, 1.053, 0.363)
H (2.047, -1.956, -1.314)
C (0.631, 0.488, 1.365)
C (1.651, 4.839, -2.978)
H (-7.188, -4.627, -1.648)
H (-1.172, 3.331, -0.286)
N (-0.516, -1.455, 6.464)
H (-1.617, 0.054, 7.312)

Atom charges from the Mulliken analysis, given in e for atoms 1 to 2: -0.04, 0.39



(2)
# C48H116N2O12

A cluster of 12 separate species, C48H116N2O12 in total in a non-equilibrium geometry (ωB97M-V with the def2-TZVPD basis set, the OMol25 dataset).

Output
ΔE to the lowest compared entry with this formula, charge and spin = 4.133 eV
E_HOMO (spin up / spin down) = -6.409 / -7.628 eV
LUMO (spin up / spin down) = 0.5 / 0.5 eV
total charge = 0
multiplicity = 3
E = -2910.44035 Ha
maximum force = 11.15 eV/A

CARTESIAN COORDINATES (ANGSTROEM)
H (10.340, 14.668, 13.126)
C (15.356, 16.774, 10.967)
H (10.296, 11.815, 16.201)
H (15.215, 18.498, 17.486)
C (16.236, 10.598, 22.383)
H (13.802, 15.034, 23.408)
C (9.918, 17.937, 18.436)
H (10.753, 12.000, 10.004)
C (14.281, 7.565, 17.956)
C (10.698, 16.819, 13.202)
H (18.288, 8.967, 22.202)
H (10.827, 12.133, 12.320)
H (14.911, 7.929, 11.885)
C (16.853, 16.262, 10.843)
H (7.841, 17.319, 18.028)
C (11.500, 11.332, 10.518)
H (11.443, 9.742, 8.022)
C (7.790, 11.972, 15.032)
C (14.667, 8.902, 17.363)
C (14.241, 18.604, 17.973)
C (12.665, 10.906, 9.673)
H (14.533, 15.859, 15.657)
H (9.675, 16.738, 12.904)
H (16.848, 15.827, 14.995)
H (13.061, 7.811, 11.586)
H (9.729, 10.156, 15.909)
C (14.601, 13.043, 16.618)
H (13.356, 12.572, 8.645)
H (14.652, 10.820, 17.987)
H (16.758, 8.742, 17.778)
C (15.634, 14.517, 22.427)
C (12.738, 11.619, 21.017)
C (11.671, 17.174, 12.020)
H (12.821, 12.537, 20.464)
C (10.953, 15.412, 13.771)
H (16.571, 12.131, 19.847)
H (13.392, 16.537, 10.398)
H (13.178, 7.469, 18.172)
O (8.951, 17.093, 16.393)
H (12.399, 10.547, 13.634)
C (14.284, 12.125, 15.468)
H (13.995, 14.892, 14.122)
H (7.287, 11.085, 15.315)
H (19.783, 11.928, 18.480)
H (13.903, 11.136, 15.813)
C (9.149, 11.670, 14.412)
C (9.169, 15.548, 18.161)
C (8.857, 16.987, 17.835)
H (7.165, 12.425, 14.256)
H (16.417, 8.121, 16.232)
H (12.016, 15.159, 13.712)
H (14.877, 16.402, 23.192)
H (19.979, 14.258, 19.246)
O (16.864, 13.005, 19.614)
H (10.272, 17.532, 14.948)
H (17.454, 17.113, 10.339)
H (16.306, 14.528, 13.744)
H (16.962, 15.638, 9.909)
H (18.296, 10.969, 18.844)
H (18.641, 9.952, 20.840)
H (17.248, 18.170, 12.306)
H (17.562, 14.327, 23.526)
C (17.971, 9.229, 21.223)
C (16.100, 8.898, 16.949)
C (13.894, 8.278, 12.158)
H (14.102, 19.642, 18.298)
C (13.778, 11.967, 9.453)
C (11.770, 11.730, 11.929)
H (15.294, 15.223, 24.337)
C (15.778, 17.952, 13.873)
H (13.399, 16.666, 14.720)
C (11.713, 9.279, 20.701)
N (13.493, 9.684, 10.294)
H (13.555, 12.664, 14.905)
H (16.394, 9.832, 16.468)
H (13.711, 8.021, 13.242)
H (14.856, 11.575, 12.419)
C (14.519, 18.193, 20.509)
C (18.855, 14.346, 19.262)
C (18.286, 12.963, 19.566)
H (16.388, 19.583, 12.494)
C (15.016, 10.613, 12.034)
H (10.873, 8.732, 20.298)
H (13.705, 14.169, 18.199)
H (17.429, 15.771, 11.613)
O (11.687, 10.956, 18.904)
H (15.504, 10.046, 19.581)
H (8.433, 15.006, 17.601)
H (10.898, 17.640, 18.063)
H (10.653, 11.217, 20.606)
H (15.847, 14.208, 20.506)
H (8.272, 11.087, 12.733)
H (14.451, 15.828, 19.464)
H (18.303, 12.163, 17.566)
N (15.170, 15.889, 12.217)
H (15.937, 12.735, 18.195)
C (16.517, 9.713, 21.188)
O (16.303, 10.436, 19.954)
O (14.321, 9.922, 18.299)
H (12.583, 16.810, 12.439)
C (14.361, 16.290, 9.914)
H (9.589, 18.905, 18.068)
H (10.134, 15.281, 17.702)
H (13.834, 19.050, 20.760)
H (13.084, 9.873, 7.717)
O (15.374, 14.843, 21.034)
C (14.061, 17.671, 19.116)
O (14.635, 16.467, 18.751)
H (14.045, 12.567, 10.358)
O (15.348, 12.236, 17.594)
H (13.541, 18.282, 17.239)
H (14.296, 18.667, 11.461)
H (10.575, 15.232, 14.770)
H (14.921, 18.508, 14.321)
C (18.697, 11.914, 18.586)
H (14.672, 11.643, 8.963)
H (12.123, 11.258, 7.756)
H (12.488, 10.523, 18.601)
H (17.539, 15.861, 13.470)
C (16.593, 15.626, 13.945)
H (11.451, 16.486, 11.154)
H (18.621, 15.054, 20.028)
C (12.282, 10.337, 8.220)
C (13.700, 9.871, 11.995)
C (13.336, 13.528, 17.346)
H (12.500, 12.542, 12.017)
H (14.602, 6.758, 17.347)
H (11.600, 18.213, 11.671)
H (15.531, 10.157, 12.884)
O (8.926, 10.742, 13.322)
H (12.617, 8.933, 20.250)
H (15.199, 11.854, 14.904)
C (10.131, 11.080, 15.433)
H (16.403, 10.018, 23.304)
H (12.529, 11.754, 22.093)
H (18.707, 12.607, 20.509)
H (7.862, 12.640, 15.883)
H (15.120, 13.976, 16.302)
H (9.140, 15.247, 19.227)
H (12.708, 12.741, 17.720)
C (14.834, 15.379, 23.362)
H (15.395, 13.419, 22.539)
H (17.611, 15.597, 22.502)
H (15.507, 18.510, 20.563)
H (14.025, 9.045, 16.448)
C (12.337, 10.416, 12.570)
H (17.757, 13.984, 21.863)
H (16.657, 17.971, 14.538)
C (17.159, 14.602, 22.562)
H (14.735, 7.501, 18.931)
O (14.346, 9.122, 9.755)
C (15.330, 16.398, 13.800)
H (14.517, 15.244, 9.842)
H (18.005, 8.382, 20.524)
C (15.307, 18.234, 11.312)
H (12.992, 17.623, 19.305)
H (9.983, 17.963, 19.481)
H (14.354, 17.346, 21.216)
C (14.234, 15.928, 14.583)
O (10.833, 17.775, 14.213)
O (14.513, 14.607, 11.917)
H (13.713, 11.088, 20.841)
H (16.802, 11.561, 22.490)
H (11.068, 10.979, 14.870)
H (15.201, 10.915, 22.201)
H (10.956, 10.374, 10.522)
C (16.268, 18.518, 12.543)
H (15.673, 10.543, 11.200)
H (12.757, 14.173, 16.620)
H (14.507, 16.853, 8.957)
H (15.835, 8.869, 21.274)
H (9.533, 12.726, 14.083)
H (11.879, 9.001, 21.751)
H (11.590, 9.646, 12.668)
H (18.433, 14.798, 18.337)
C (11.641, 10.777, 20.342)
H (15.777, 18.693, 10.430)
H (8.165, 16.780, 15.924)

Atom charges from the Mulliken analysis, given in e for atoms 1 to 2: 0.10, 1.06